{"formula": "ArH16NeO8", "method": "the ωB97M-V functional and the def2-TZVPD basis", "elements": ["Ne", "Ar", "O", "H", "H", "O", "H", "H", "O", "H", "H", "O", "H", "H", "O", "H", "H", "O", "H", "H", "O", "H", "H", "O", "H", "H"], "positions_angstrom": [[1.177, -1.278, 3.505], [0.397, 0.040, 0.741], [0.179, -2.828, -1.080], [0.304, -2.140, -1.734], [0.996, -3.326, -1.096], [-1.040, -3.599, 1.185], [-0.544, -3.533, 0.368], [-0.527, -4.196, 1.729], [-1.033, 3.516, -0.315], [-1.990, 3.531, -0.326], [-0.803, 3.591, 0.611], [0.187, -0.933, -3.084], [-0.702, -1.148, -3.367], [0.084, -0.150, -2.544], [2.274, 2.321, 1.987], [1.806, 2.352, 2.821], [2.181, 3.203, 1.626], [-2.651, -1.537, 3.003], [-2.306, -2.013, 2.248], [-3.550, -1.854, 3.097], [3.218, 1.298, -0.892], [3.735, 1.951, -0.420], [2.659, 0.905, -0.222], [-1.515, 1.591, -2.648], [-1.340, 2.082, -1.845], [-1.195, 2.156, -3.350]], "orbital_gap_ev": 10.956, "spin_multiplicity": 1, "lumo_energy_ev": 0.10, "homo_energy_ev": -10.859, "largest_force_ha_per_bohr": 0.0190, "energy_ha": -1267.9644}